13 unconnected molecules or ions with the total composition C91H111F12N12O17 at a distorted geometry, computed with ωB97M-V with the def2-TZVPD basis set.

The geometry in ORCA input format:
```
! wB97M-V def2-TZVPD RIJCOSX def2/J DEFGRID3
* xyz 5 1
C -0.4506 -14.6720 -0.6260
N 0.0827 -13.4888 0.0857
C 0.0611 -13.3425 1.3839
C 0.3877 -12.1670 2.0153
C 0.7162 -11.0705 1.2212
C 0.7776 -11.2001 -0.1756
C 0.4622 -12.4282 -0.6679
C 0.8527 -9.6445 1.6953
C -0.3032 -9.0075 2.1255
C -0.3427 -7.6482 2.3043
N 0.8386 -6.9551 2.1177
C 1.9311 -7.6001 1.7688
C 2.0045 -8.9792 1.5933
C 0.9275 -5.4586 2.2013
H 0.2637 -15.3309 -1.1161
H -1.2398 -14.2277 -1.3010
H -0.9697 -15.3143 0.1518
H -0.2936 -14.1390 2.0297
H 0.3308 -12.0963 3.0734
H 0.9806 -10.3381 -0.8247
H 0.4567 -12.5749 -1.7647
H -1.1699 -9.5826 2.3098
H -1.2079 -7.0836 2.6056
H 2.7994 -6.9350 1.6113
H 2.9887 -9.4068 1.3798
H 1.6296 -5.1671 1.4442
H 1.2423 -5.0700 3.1515
H -0.1009 -5.1473 2.0138
C 8.1065 -1.7430 7.2598
N 6.6928 -1.9011 6.8845
C 6.3885 -2.2036 5.6484
C 5.0748 -2.2125 5.2338
C 4.0923 -1.8041 6.0793
C 4.4062 -1.4938 7.3952
C 5.7146 -1.5587 7.7564
C 2.6326 -1.6509 5.5646
C 2.3152 -0.4389 4.9333
C 1.0800 -0.2659 4.4275
N 0.1770 -1.2585 4.4760
C 0.4231 -2.3537 5.1510
C 1.6310 -2.5706 5.7723
C -1.1027 -1.1131 3.7595
H 8.3056 -2.0505 8.2538
H 8.3432 -0.6921 7.1662
H 8.7549 -2.2843 6.5403
H 7.1786 -2.3398 4.9595
H 4.8450 -2.3536 4.2131
H 3.5716 -1.1804 8.0627
H 6.0273 -1.3946 8.7441
H 2.9733 0.4720 4.9546
H 0.7506 0.6752 4.0545
H -0.3404 -3.1639 5.1396
H 1.7301 -3.4507 6.4231
H -1.9739 -0.8677 4.3952
H -1.2463 -2.0995 3.2768
H -0.8465 -0.4437 2.9564
C 1.9251 -3.6611 -1.8349
N 1.3902 -2.3356 -1.3397
C 0.1173 -2.3077 -0.9076
C -0.3604 -1.0572 -0.5997
C 0.3838 0.0863 -0.8476
C 1.7279 -0.0661 -1.2586
C 2.2199 -1.2928 -1.4813
C -0.1157 1.4710 -0.6496
C -1.4458 1.7535 -0.9357
C -1.8833 3.0539 -0.7694
N -1.0495 3.9915 -0.3119
C 0.2745 3.7464 -0.0277
C 0.7289 2.4732 -0.1717
C -1.5408 5.3964 -0.2918
H 2.0050 -3.6444 -2.9222
H 1.3908 -4.6176 -1.5911
H 2.9022 -3.6417 -1.3559
H -0.3539 -3.2670 -0.9600
H -1.4432 -0.9314 -0.3553
H 2.3199 0.7760 -1.4241
H 3.2425 -1.4697 -1.8203
H -2.1252 1.0385 -1.1869
H -2.9578 3.3377 -0.9388
H 0.9280 4.5736 0.3788
H 1.7045 2.1925 0.1711
H -2.3190 5.5069 -1.0399
H -0.6693 6.0654 -0.5819
H -1.9373 5.6089 0.7060
C 3.7131 3.5006 2.8522
N 5.0899 3.7396 2.5119
C 6.0317 2.9559 3.1165
C 7.3789 3.0295 2.7204
C 7.7506 4.0522 1.8390
C 6.7681 4.8088 1.1907
C 5.4309 4.6255 1.5349
C 9.1869 4.1609 1.4957
C 9.7218 5.4690 1.6036
C 11.0776 5.7015 1.5127
N 11.8365 4.5978 1.1932
C 11.3497 3.3501 0.9642
C 10.0139 3.0800 1.1310
C 13.2831 4.7573 1.2462
H 3.5623 2.4118 2.7337
H 3.1264 4.1175 2.1275
H 3.4727 3.9530 3.8259
H 5.7558 2.3113 3.9370
H 8.1477 2.4115 3.1206
H 6.9784 5.6173 0.4619
H 4.5633 5.0646 0.9729
H 9.0947 6.2607 1.9623
H 11.5921 6.6131 1.7614
H 12.1536 2.5596 0.7818
H 9.6275 2.0366 1.0596
H 13.8944 3.8884 1.1103
H 13.4736 5.2079 2.2015
H 13.6059 5.4280 0.4369
C -3.1645 3.7165 -6.3199
N -3.0554 2.3339 -5.8370
C -3.2783 1.9674 -4.5986
C -2.9995 0.6821 -4.1453
C -2.5541 -0.3090 -4.9857
C -2.3717 0.1005 -6.3507
C -2.6713 1.3838 -6.6982
C -2.2884 -1.7039 -4.5291
C -2.9749 -2.2650 -3.4761
C -2.5554 -3.4969 -2.9440
N -1.4963 -4.1450 -3.4273
C -0.8275 -3.5656 -4.5048
C -1.2160 -2.3900 -5.0866
C -0.8812 -5.3695 -2.8751
H -2.9776 4.4500 -5.5070
H -4.1395 3.9833 -6.6674
H -2.3750 3.8158 -7.0236
H -3.6635 2.7487 -3.9264
H -3.0353 0.5499 -3.0779
H -2.0477 -0.6242 -7.0764
H -2.4880 1.6955 -7.7480
H -3.8697 -1.7029 -3.0517
H -2.9496 -3.9474 -1.9984
H 0.0945 -4.0754 -4.8168
H -0.5695 -1.9991 -5.9078
H -1.1574 -5.3301 -1.7615
H 0.1812 -5.3970 -2.9217
H -1.3820 -6.1364 -3.4649
C -12.7687 7.3144 1.3389
N -12.0255 6.2440 0.6400
C -12.1066 5.0084 1.1941
C -11.2956 3.9896 0.8475
C -10.3389 4.2544 -0.1594
C -10.4364 5.4305 -0.9102
C -11.2596 6.4418 -0.4696
C -9.3457 3.2242 -0.5437
C -9.8098 1.9588 -0.8730
C -8.8606 1.0714 -1.3975
N -7.5537 1.4705 -1.4809
C -7.1060 2.6910 -1.1729
C -8.0250 3.5896 -0.6242
C -6.6240 0.5357 -2.0175
H -13.7921 7.2831 0.8623
H -12.2826 8.3028 1.2289
H -12.8171 6.9318 2.3224
H -12.8700 4.9926 2.0003
H -11.4127 2.9801 1.2887
H -9.9293 5.5787 -1.8338
H -11.2886 7.4376 -0.9498
H -10.8661 1.8166 -1.0418
H -9.1915 0.1137 -1.7716
H -6.0577 3.0364 -1.4429
H -7.5649 4.5404 -0.4008
H -7.0799 -0.4184 -1.9784
H -5.6709 0.3981 -1.3453
H -6.4174 0.8150 -3.0452
C 0.5505 0.4921 -4.7121
O 1.5181 -0.6003 -5.0407
O -0.2521 0.1431 -3.7492
C 1.3913 1.7008 -4.3334
F 0.6833 2.6293 -3.6716
F 2.4355 1.3846 -3.5053
F 1.7820 2.3334 -5.4503
C 1.8640 -0.5435 -6.3905
C 2.8969 -1.6451 -6.6739
H 3.6619 -1.6544 -5.8682
H 2.4076 -2.6018 -6.8732
H 3.3582 -1.3492 -7.6742
H 2.2807 0.4125 -6.7188
H 1.0198 -0.6935 -7.0444
H 0.0031 0.9475 -5.6655
C -4.7292 5.0477 -3.1281
O -3.5168 5.7215 -2.8619
O -4.7648 3.7966 -2.7331
C -5.9192 5.8623 -2.4351
F -7.1776 5.5418 -2.6801
F -5.7892 5.6035 -1.1167
F -5.8507 7.2187 -2.5189
C -3.1306 6.7395 -3.7522
C -1.6514 7.0263 -3.4351
H -1.4023 7.7170 -4.3052
H -1.4365 7.5446 -2.5434
H -1.1383 6.0868 -3.4284
H -3.7574 7.6194 -3.5932
H -3.3394 6.4440 -4.7732
H -4.9204 5.1238 -4.2182
C -3.9573 -1.4760 -0.2205
O -4.4537 -2.7939 -0.4689
O -3.7511 -0.6167 -1.2139
C -4.8080 -0.8580 0.9260
F -4.2586 0.1730 1.5068
F -6.0474 -0.4017 0.5399
F -5.0795 -1.7420 1.8592
C -5.6925 -2.8587 -1.2063
C -5.9068 -4.2708 -1.6152
H -6.6688 -4.4565 -2.3527
H -4.9536 -4.4697 -2.0434
H -6.0714 -4.8030 -0.6698
H -5.4303 -2.1796 -2.0746
H -6.5707 -2.4812 -0.6897
H -3.0366 -1.8154 0.3078
C 2.2382 6.3757 1.8318
O 3.2865 6.2081 2.7841
O 2.3310 5.4374 0.9108
C 0.8902 6.2880 2.6756
F -0.1497 6.8607 1.9277
F 0.4662 5.0202 2.9129
F 0.8732 6.9287 3.8278
C 4.0515 7.3589 3.1565
C 5.1011 6.8485 4.1991
H 4.6068 6.5650 5.0603
H 5.6333 6.0463 3.7182
H 5.7989 7.6718 4.5402
H 3.3664 8.1908 3.5628
H 4.6399 7.6688 2.2855
H 2.2698 7.4971 1.6115
O 1.7808 -8.8601 -1.5648
C 1.2400 -7.6573 -1.1842
O 0.2082 -7.8017 -0.4478
O 1.9536 -6.6453 -1.4331
H 2.6341 -8.5289 -1.9494
O 5.6270 -0.3824 1.8817
C 5.8745 -0.1046 3.2174
O 4.8433 0.3868 3.7385
O 7.0204 -0.3090 3.6161
H 6.3964 -0.7139 1.4073
O 3.3785 -2.3199 1.8692
C 2.0710 -2.1222 2.1968
O 1.4268 -3.0366 2.7838
O 1.5725 -1.0810 1.8002
H 3.5890 -1.4629 1.4893
*
```

The LUMO energy comes out at -8.92 eV. The calculation puts the calculated total energy at -181418.121 eV. The calculation puts the HOMO energy at -14.44 eV. The calculation puts the orbital gap at 5.52 eV. The calculation puts the largest force on an atom at 0.07318 hartree/bohr. The energy above the lowest of the compared OMol25 structures with the same formula, charge and spin comes out at 0.0 kJ/mol.

Atomic partial charges in e from the Löwdin method, atoms 1 to 4: C 0.04; N -0.08; C -0.01; C 0.06